(1)
DFT (ωB97M-V/def2-TZVPD) results for a molecular structure, C19H31BN2O4Ru.

Calculated values
Expectation value of S² = 0.78
E = -1272.67595 hartree
Net charge = +1
LUMO level (spin up / spin down) = -3.061 / -4.024 eV
Largest force on an atom = 0.98 eV/Å
HOMO energy (spin up / spin down) = -10.3 / -11.5 eV
ΔE to the lowest compared entry with this formula, charge and spin = 0.00 kJ/mol
Kohn-Sham gap (spin up / spin down) = 7.2 / 7.5 eV
Multiplicity = 2

Each line ends with the natural charge from an NBO analysis.
Element x y z (Å)
Ru1 -0.443 1.775 0.143  0.44
C1 -1.271 5.072 -0.471  -0.63
C2 -1.503 3.607 -0.698  0.03
C3 -2.403 2.870 0.121  -0.22
C4 -2.635 1.491 -0.110  0.02
C5 -3.547 0.687 0.773  -0.64
C6 -1.980 0.867 -1.216  -0.21
C7 -1.094 1.577 -2.050  0.03
C8 -0.417 0.913 -3.209  -0.63
C9 -0.835 2.944 -1.749  -0.26
H1 -0.209 5.289 -0.377  0.25
H2 -1.778 5.421 0.426  0.23
H3 -1.661 5.630 -1.323  0.24
H4 -2.891 3.363 0.951  0.25
H5 -2.974 0.035 1.432  0.25
H6 -4.198 0.056 0.169  0.24
H7 -4.171 1.336 1.385  0.23
H8 -2.160 -0.184 -1.402  0.24
H9 0.659 1.083 -3.184  0.24
H10 -0.801 1.326 -4.143  0.24
H11 -0.601 -0.158 -3.207  0.22
H12 -0.130 3.498 -2.354  0.25
C10 2.016 2.508 3.650  -0.69
C11 1.146 1.988 2.553  0.18
N1 0.703 2.673 1.532  -0.08
O1 1.002 4.021 1.464  -0.52
C12 0.710 0.608 2.522  0.22
C13 1.079 -0.387 3.566  -0.68
N2 -0.012 0.341 1.468  -0.10
O2 -0.522 -0.952 1.436  -0.54
H13 2.453 3.475 3.412  0.24
H14 2.841 1.816 3.817  0.26
H15 1.465 2.591 4.590  0.25
H16 1.013 4.369 2.367  0.47
H17 1.222 0.095 4.531  0.24
H18 2.017 -0.881 3.296  0.25
H19 0.311 -1.149 3.658  0.26
C14 2.611 -3.148 -0.157  -0.64
C15 1.448 -2.672 -1.014  0.26
C16 1.901 -2.421 -2.435  -0.63
O3 0.989 -1.407 -0.424  -0.73
B1 0.007 -1.775 0.446  1.25
O4 -0.453 -3.046 0.325  -0.70
C17 0.182 -3.576 -0.879  0.24
C18 0.477 -5.046 -0.664  -0.63
C19 -0.806 -3.385 -2.018  -0.63
H20 3.377 -2.373 -0.138  0.23
H21 3.052 -4.058 -0.562  0.23
H22 2.294 -3.348 0.868  0.21
H23 2.794 -1.797 -2.434  0.23
H24 1.132 -1.923 -3.020  0.22
H25 2.149 -3.365 -2.922  0.23
H26 1.039 -5.211 0.253  0.23
H27 1.048 -5.445 -1.504  0.22
H28 -0.458 -5.600 -0.596  0.23
H29 -1.014 -2.326 -2.184  0.20
H30 -1.740 -3.883 -1.763  0.23
H31 -0.429 -3.812 -2.947  0.22


(2)
DFT (ωB97M-V/def2-TZVPD) results for 2 unconnected molecules or ions with the total composition C3H7NOS.

Calculated values
SMILES string = C/C=C/O.N=S
E = -646.55082 hartree
LUMO level (spin up / spin down) = -0.540 / -0.541 eV
Largest force on an atom = 2.21 eV/Å
HOMO energy (spin up / spin down) = -7.8 / -7.8 eV
ΔE to the lowest compared entry with this formula, charge and spin = 423.11 kJ/mol
Kohn-Sham gap (spin up / spin down) = 7.2 / 7.2 eV

Each line ends with the natural charge from an NBO analysis.
Element x y z (Å)
C1 -0.035 1.245 -0.644  -0.65
C2 -0.543 0.012 -0.054  -0.25
C3 -0.347 -1.164 -0.620  0.22
N1 1.583 -1.094 0.370  -0.76
O1 -0.685 -2.408 -0.197  -0.68
S1 2.704 -0.014 0.078  0.22
H1 0.675 0.999 -1.357  0.22
H2 0.466 1.681 0.175  0.23
H3 -0.949 0.050 0.932  0.19
H4 -0.111 -1.059 -1.677  0.18
H5 1.173 -1.259 1.361  0.36
H6 -1.394 -2.378 0.508  0.48
H7 -0.801 1.884 -0.993  0.23